(1)
DFT (ωB97M-V/def2-TZVPD) results for C12H14F3N3O4RhS5 as an isolated structure at a distorted geometry.

## Properties
Net charge: -1

Positions of all 42 atoms, in Å:
1 Rh -0.083 -0.121 0.857
2 S -0.033 0.294 3.316
3 S -0.743 -0.330 -3.748
4 S 4.271 -0.004 3.119
5 S 2.325 0.370 0.917
6 S 2.217 -0.130 5.207
7 F -0.797 -5.114 1.398
8 F -2.176 -4.338 2.857
9 F -2.740 -4.429 0.782
10 O -1.987 -1.831 1.137
11 O 4.800 -0.292 5.681
12 O -1.208 1.477 0.134
13 O 0.085 -2.569 1.432
14 N -2.100 -1.373 -1.625
15 N 1.178 -0.286 -2.073
16 N 0.139 -0.744 -1.383
17 C -2.887 2.363 1.594
18 C -1.134 -2.702 1.380
19 C -1.612 2.617 0.769
20 C 3.125 -0.570 -4.368
21 C -0.961 -0.848 -2.080
22 C 3.944 -0.169 4.851
23 C 2.599 0.136 2.576
24 C -1.709 -4.152 1.608
25 C 1.634 0.091 3.556
26 C 0.955 -0.020 -3.297
27 C -1.863 3.701 -0.296
28 C 1.971 0.431 -4.287
29 H -3.672 1.989 0.940
30 H 3.563 -0.695 -3.382
31 H 1.491 0.538 -5.262
32 H -2.675 1.608 2.349
33 H -2.154 4.643 0.163
34 H -2.182 -1.453 -0.608
35 H -3.218 3.282 2.076
36 H -2.949 -1.225 -2.142
37 H -2.650 3.364 -0.965
38 H -0.954 3.844 -0.875
39 H 3.882 -0.213 -5.062
40 H 2.769 -1.536 -4.719
41 H -0.831 2.990 1.460
42 H 2.367 1.405 -3.985

Here are the Löwdin charges for atoms 1 to 6, given in e: Rh 0.7702; S 0.5777; S 1.0575; S 0.9282; S 0.5725; S 0.9362

=====

(2)
DFT (ωB97M-V/def2-TZVPD) results for a 12-piece molecular cluster, C42H67NO20 overall at a distorted geometry.

## Properties
SMILES: c1cc[nH]c1.O=C1CCCO1.O=C1CCCO1.O=C1CCCO1.O=C1CCCO1.O=C1CCCO1.O=C1CCCO1.O=C1CCCO1.O=C1CCCO1.O=C1CCCO1.CO.CO

Positions of all 130 atoms, in Å:
1 O 8.139 -19.113 -10.837
2 O 9.209 -11.502 -11.701
3 O 5.310 -14.452 -6.235
4 O 6.872 -15.275 -7.645
5 O 5.592 -14.060 -13.951
6 O 8.139 -17.913 -8.985
7 O 4.945 -11.292 -14.552
8 O 5.825 -15.289 -12.155
9 O 5.834 -21.672 -15.129
10 O 5.820 -12.795 -10.026
11 O 3.399 -17.441 -10.744
12 O 13.743 -17.730 -14.597
13 O 8.673 -17.296 -15.769
14 O 12.665 -12.900 -17.076
15 O 5.973 -20.242 -13.414
16 O 14.781 -13.314 -16.513
17 O 1.602 -16.198 -11.008
18 O 6.615 -10.773 -10.286
19 O 10.144 -17.189 -17.437
20 O 11.573 -18.149 -14.246
21 N 12.943 -14.799 -8.585
22 C 8.944 -17.486 -16.917
23 C 5.983 -19.252 -15.543
24 C 13.610 -13.501 -16.346
25 C 2.371 -16.737 -10.255
26 C 8.814 -17.882 -7.702
27 C 8.773 -17.782 -19.283
28 C 7.834 -14.923 -13.347
29 C 8.589 -18.921 -9.739
30 C 12.854 -18.089 -13.881
31 C 7.335 -15.163 -5.272
32 C 4.180 -18.057 -9.682
33 C 10.935 -15.043 -9.459
34 C 6.333 -14.651 -13.222
35 C 11.882 -15.683 -10.323
36 C 13.097 -15.471 -9.771
37 C 5.991 -10.538 -13.944
38 C 3.684 -12.385 -9.007
39 C 5.688 -11.455 -9.931
40 C 3.928 -17.016 -8.577
41 C 11.504 -14.525 -15.785
42 C 6.558 -14.942 -6.543
43 C 11.616 -19.363 -12.226
44 C 5.058 -14.551 -4.817
45 C 6.456 -14.536 -4.226
46 C 4.267 -11.048 -9.529
47 C 5.741 -18.207 -14.480
48 C 6.305 -18.878 -13.235
49 C 12.889 -14.219 -15.209
50 C 10.187 -11.778 -10.717
51 C 7.976 -17.940 -18.006
52 C 11.620 -14.583 -8.352
53 C 10.721 -18.576 -13.179
54 C 9.596 -19.186 -7.577
55 C 2.476 -16.592 -8.789
56 C 13.000 -18.711 -12.482
57 C 11.381 -13.535 -16.936
58 C 5.946 -20.556 -14.728
59 C 10.218 -17.541 -18.836
60 C 4.611 -13.421 -9.614
61 C 6.854 -15.909 -11.376
62 C 8.149 -15.311 -11.929
63 C 9.694 -19.630 -9.053
64 H 10.653 -16.726 -19.412
65 H 6.129 -17.194 -14.582
66 H 10.610 -19.079 -7.195
67 H 6.740 -15.753 -10.303
68 H 12.902 -13.545 -14.345
69 H 6.476 -14.988 -3.231
70 H 6.985 -19.064 -15.926
71 H 10.651 -12.741 -16.765
72 H 10.701 -14.446 -15.055
73 H 8.415 -16.944 -19.878
74 H 3.631 -10.616 -10.299
75 H 10.072 -19.269 -13.713
76 H 5.568 -9.548 -13.793
77 H 8.670 -18.692 -19.873
78 H 9.673 -12.194 -9.845
79 H 4.715 -16.314 -8.298
80 H 11.458 -15.538 -16.182
81 H 10.923 -18.375 -18.825
82 H 5.273 -19.283 -16.365
83 H 7.955 -17.789 -7.039
84 H 14.127 -15.646 -10.045
85 H 11.273 -19.299 -11.198
86 H 5.166 -12.228 -14.433
87 H 11.203 -14.288 -7.404
88 H 3.398 -12.450 -7.955
89 H 13.877 -19.355 -12.528
90 H 11.133 -13.938 -17.919
91 H 8.884 -16.104 -11.732
92 H 9.728 -20.700 -9.235
93 H 5.792 -18.520 -12.345
94 H 3.995 -17.513 -7.593
95 H 1.857 -17.247 -8.171
96 H 11.723 -20.396 -12.554
97 H 7.316 -16.235 -5.046
98 H 8.339 -11.288 -11.348
99 H 4.345 -10.278 -8.761
100 H 7.389 -18.787 -13.121
101 H 8.564 -14.541 -11.274
102 H 2.693 -12.660 -9.389
103 H 6.777 -13.514 -3.997
104 H 4.688 -18.024 -14.241
105 H 2.255 -15.624 -8.342
106 H 4.106 -13.961 -10.414
107 H 8.410 -14.087 -13.723
108 H 4.568 -15.500 -4.592
109 H 10.191 -17.785 -12.651
110 H 13.438 -15.053 -14.769
111 H 6.233 -10.982 -12.970
112 H 8.364 -14.822 -5.302
113 H 10.793 -10.883 -10.571
114 H 10.853 -12.605 -10.980
115 H 4.924 -14.135 -8.849
116 H 9.858 -14.993 -9.510
117 H 13.248 -17.950 -11.739
118 H 3.750 -19.016 -9.395
119 H 7.886 -15.832 -13.952
120 H 13.754 -14.610 -8.025
121 H 9.149 -19.968 -6.963
122 H 11.629 -16.145 -11.263
123 H 7.693 -18.979 -17.834
124 H 6.940 -10.541 -14.485
125 H 7.024 -17.416 -17.953
126 H 5.177 -18.106 -10.111
127 H 6.943 -16.990 -11.495
128 H 4.478 -13.679 -4.534
129 H 9.458 -17.003 -7.695
130 H 10.645 -19.242 -9.430

Here are the Löwdin charges for atoms 1 to 6, given in e: O 0.1131; O -0.1372; O -0.0006; O 0.1183; O 0.1185; O 0.0191

=====

(3)
DFT (ωB97M-V/def2-TZVPD) results for a 2-piece molecular cluster, C4H8NO3 overall at a distorted geometry.

## Properties
Net charge: -2
2S+1: 2

Positions of all 16 atoms, in Å:
1 O 3.184 0.530 0.381
2 O -1.880 1.054 1.662
3 O -2.252 -0.831 0.411
4 N -1.328 0.091 -1.853
5 C -1.597 0.377 0.644
6 C -0.974 0.806 -0.700
7 C 0.787 -0.953 0.424
8 C 0.070 0.349 0.290
9 H -0.508 -0.281 -2.319
10 H -2.291 -0.802 -0.588
11 H 0.729 1.161 0.581
12 H -0.904 1.894 -0.826
13 H 4.060 0.513 0.786
14 H 1.666 -0.916 -0.223
15 H 0.155 -1.705 -0.080
16 H 1.085 -1.286 1.411

Here are the Löwdin charges for atoms 1 to 6, given in e: O -0.5955; O -0.0448; O -0.0462; N -0.1113; C -0.6396; C -0.4326

=====

(4)
DFT (ωB97M-V/def2-TZVPD) results for a 9-piece molecular cluster, C47H79BrF17N4O19P2S overall at a distorted geometry.

## Properties
Net charge: +1

Positions of all 170 atoms, in Å:
1 Br -2.392 -2.315 1.440
2 S 4.504 -3.201 -1.158
3 P 1.120 2.248 -0.913
4 P 2.670 -2.807 -0.909
5 F 3.279 -2.979 6.391
6 F 2.389 -0.454 6.346
7 F 1.493 0.274 4.509
8 F 3.342 1.571 3.185
9 F 4.462 -1.535 4.379
10 F 1.408 -5.237 6.656
11 F 2.610 -6.412 4.317
12 F 4.406 0.411 5.330
13 F 0.767 -4.674 4.651
14 F 1.180 -2.801 6.951
15 F 3.789 -5.737 5.986
16 F 5.266 0.582 2.934
17 F 3.992 -1.540 1.690
18 F 2.092 -0.421 1.861
19 F 2.135 -2.584 3.628
20 F 3.742 -4.589 4.164
21 F 0.391 -1.930 4.726
22 O 1.760 -3.228 -2.138
23 O 1.023 2.619 -4.618
24 O -2.782 -10.986 9.370
25 O 2.300 8.252 -4.304
26 O 1.376 2.819 0.415
27 O 1.099 6.579 -5.035
28 O 0.857 -4.878 -7.316
29 O -2.089 -5.817 11.701
30 O 0.905 0.903 -3.310
31 O -8.132 -2.791 1.112
32 O 3.122 13.438 -4.418
33 O -0.717 -4.130 11.435
34 O 1.493 12.356 -3.433
35 O -2.968 -9.568 7.708
36 O -1.001 1.718 -8.274
37 O -0.254 2.096 -10.288
38 O 1.399 -2.807 -7.770
39 O -7.759 -0.896 2.134
40 O 1.993 -3.423 0.377
41 N -0.814 0.421 -0.602
42 N 0.553 0.586 -0.743
43 N 2.330 -1.086 -0.789
44 N 0.047 -1.594 -0.555
45 C 0.606 -3.588 11.368
46 C 0.742 12.018 -2.266
47 C 3.103 5.956 -3.907
48 C 3.790 -0.380 4.442
49 C 0.032 -6.173 -5.410
50 C -4.919 -0.922 0.032
51 C -2.643 -9.858 8.992
52 C 3.466 -0.296 1.764
53 C -0.404 3.935 -6.111
54 C 2.080 6.938 -4.438
55 C 2.441 14.355 -2.329
56 C 1.025 -6.076 -6.549
57 C 0.936 3.293 -5.906
58 C 1.447 -3.715 -6.989
59 C 2.406 13.355 -3.461
60 C 4.656 8.899 -4.164
61 C -2.441 -1.432 -0.290
62 C 1.730 -2.073 4.793
63 C 1.044 -0.696 -0.715
64 C 1.118 -3.572 9.943
65 C -1.682 -7.726 6.736
66 C -3.546 -0.397 -0.389
67 C -8.201 0.365 2.650
68 C 2.076 -3.553 -5.629
69 C 3.321 8.798 -3.457
70 C -0.495 1.260 -9.271
71 C -10.080 -1.740 1.995
72 C 3.939 0.381 3.076
73 C -8.506 0.305 4.131
74 C 2.014 -3.091 5.943
75 C -0.199 0.647 -5.423
76 C -0.396 1.085 -12.513
77 C -3.030 -8.227 7.218
78 C 3.448 -0.142 -0.801
79 C -0.525 12.836 -2.130
80 C 3.027 -5.349 4.982
81 C -8.607 -1.853 1.690
82 C -2.047 -8.772 9.857
83 C 0.487 1.715 -11.459
84 C 1.775 -4.586 5.535
85 C -1.068 -0.875 -0.477
86 C 2.337 -0.638 5.014
87 C -0.217 -0.211 -9.429
88 C 0.178 -6.431 11.329
89 C 3.803 0.526 0.543
90 C -0.958 -5.453 11.532
91 C 0.625 1.381 -4.407
92 H -1.211 1.760 -12.771
93 H 0.643 -0.437 -10.051
94 H -1.457 1.197 -0.596
95 H 1.079 -3.130 0.529
96 H 2.190 13.938 -1.357
97 H -1.783 -6.730 6.303
98 H -0.080 -7.352 11.845
99 H -1.098 -0.682 -9.863
100 H -2.262 -9.006 10.895
101 H -3.624 -0.090 -1.437
102 H 1.745 15.161 -2.558
103 H -1.134 12.731 -3.028
104 H 2.536 -4.455 -5.235
105 H 0.005 2.791 -1.553
106 H 0.508 -2.574 11.752
107 H 0.180 -5.373 -4.683
108 H 1.279 -4.118 12.042
109 H -0.985 -6.096 -5.793
110 H -2.590 -2.194 -1.054
111 H -10.270 -2.204 2.962
112 H -3.466 -7.563 7.964
113 H -0.046 -0.421 -5.283
114 H -2.431 -7.775 9.661
115 H 0.906 2.650 -11.824
116 H -0.307 13.895 -1.997
117 H 1.367 12.086 -1.374
118 H 0.493 10.966 -2.401
119 H 2.096 -3.092 9.894
120 H -7.635 -0.053 4.680
121 H -1.250 0.879 -5.252
122 H -1.282 -8.400 5.979
123 H -5.708 -0.384 -0.490
124 H 3.851 5.783 -4.681
125 H -10.622 -2.294 1.234
126 H 4.548 9.485 -5.075
127 H 0.140 -7.128 -4.897
128 H 2.967 9.795 -3.203
129 H 1.315 -3.212 -4.928
130 H 1.325 1.074 -11.187
131 H 2.166 2.275 -1.816
132 H 4.301 -0.689 -1.194
133 H 3.336 1.499 0.684
134 H -10.455 -0.720 2.015
135 H -0.960 -7.673 7.551
136 H -0.408 4.501 -7.040
137 H 1.198 2.604 -6.709
138 H 2.593 5.018 -3.698
139 H 1.211 -4.581 9.540
140 H 0.949 -3.663 -1.838
141 H 0.858 -6.879 -7.264
142 H -0.612 4.615 -5.286
143 H 3.236 0.624 -1.545
144 H -5.098 -0.805 1.098
145 H 0.426 -3.021 9.309
146 H -3.731 -8.275 6.387
147 H 1.714 4.050 -5.853
148 H 3.608 6.286 -3.003
149 H 2.844 -2.789 -5.706
150 H -9.336 -0.368 4.344
151 H -0.833 0.148 -12.167
152 H -3.302 0.487 0.206
153 H 2.055 -6.169 -6.203
154 H -9.049 0.738 2.074
155 H 0.264 -6.639 10.263
156 H 0.038 0.905 -6.449
157 H 4.880 0.695 0.547
158 H -0.055 -0.641 -8.446
159 H -5.024 -1.980 -0.213
160 H 5.044 7.917 -4.439
161 H 3.388 8.235 -2.525
162 H -1.105 12.496 -1.272
163 H 5.386 9.387 -3.519
164 H 3.444 14.769 -2.281
165 H -8.768 1.296 4.502
166 H -7.368 1.041 2.464
167 H -0.967 -8.777 9.713
168 H 1.139 -6.094 11.708
169 H 0.184 0.879 -13.412
170 H -1.201 3.195 -6.166

Here are the Löwdin charges for atoms 1 to 6, given in e: Br 0.8129; S 0.4429; P 0.7839; P 0.1561; F 0.1663; F 0.1630

=====

(5)
DFT (ωB97M-V/def2-TZVPD) results for a 2-piece molecular cluster, C6H9NO3 overall at a distorted geometry.

## Properties
SMILES: C=C[C@]1(C)OC1=C.O=NO

Positions of all 19 atoms, in Å:
1 O 1.943 -0.172 2.761
2 O 0.264 1.144 3.216
3 O 0.464 0.821 0.484
4 N 0.780 -0.067 2.638
5 C 2.049 -0.862 -0.483
6 C -0.620 0.850 -2.659
7 C -1.088 0.757 -1.446
8 C -0.430 0.009 -0.339
9 C -1.327 -0.876 0.464
10 C 0.966 -0.195 -0.257
11 H -2.137 -1.325 -0.109
12 H 0.166 0.414 -3.029
13 H -1.731 -0.319 1.289
14 H -0.923 -1.899 0.704
15 H 3.098 -0.771 -0.101
16 H -2.004 1.334 -1.060
17 H 2.181 -1.649 -1.294
18 H -0.467 1.462 2.701
19 H -1.184 1.342 -3.480

Here are the Löwdin charges for atoms 1 to 6, given in e: O 0.0637; O -0.0251; O 0.0408; N -0.0792; C 0.0689; C 0.0516

=====

(6)
DFT (ωB97M-V/def2-TZVPD) results for an isolated molecule of C20H17N3O4S at a distorted geometry.

## Properties
SMILES: COc1ccc(-c2cc(C)nc(SCC(=O)c3cccc([N+](=O)[O-])c3)n2)cc1

Positions of all 45 atoms, in Å:
1 S 0.722 3.255 -0.088
2 O -2.422 -3.913 3.772
3 O 1.222 -2.028 -3.196
4 O 3.840 2.236 1.676
5 O 0.036 -1.392 -1.523
6 N 1.049 -1.371 -2.192
7 N -0.811 1.154 0.411
8 N -1.281 2.418 -1.527
9 C 2.869 1.940 1.024
10 C -2.278 1.592 -1.828
11 C -2.517 -2.031 0.613
12 C -3.048 1.887 -3.072
13 C -1.762 -1.734 3.257
14 C -2.961 -5.161 3.406
15 C -0.605 2.150 -0.426
16 C 1.490 2.445 1.364
17 C 4.113 1.226 -0.996
18 C -2.674 -3.087 1.490
19 C 2.971 1.099 -0.205
20 C -2.304 -2.948 2.825
21 C -1.984 -0.819 1.039
22 C 2.113 -0.493 -1.772
23 C 4.245 0.506 -2.172
24 C -2.575 0.497 -1.021
25 C 3.239 -0.352 -2.576
26 C -1.796 0.297 0.117
27 C 1.974 0.212 -0.586
28 C -1.599 -0.692 2.376
29 H 4.887 1.907 -0.676
30 H -2.959 -5.760 4.315
31 H -3.079 -4.016 1.121
32 H -3.988 -5.063 3.040
33 H -1.477 -1.641 4.293
34 H -2.778 -2.168 -0.424
35 H -1.185 0.245 2.716
36 H 1.095 0.048 0.019
37 H 0.806 1.632 1.622
38 H -2.348 -5.656 2.645
39 H -4.109 1.976 -2.845
40 H -2.922 1.075 -3.786
41 H -2.689 2.812 -3.511
42 H 3.305 -0.913 -3.496
43 H 5.130 0.621 -2.779
44 H -3.386 -0.165 -1.270
45 H 1.551 3.171 2.173

Here are the Löwdin charges for atoms 1 to 6, given in e: S 1.0130; O -0.0781; O 0.0892; O 0.1091; O 0.0860; N -0.3447

=====

(7)
DFT (ωB97M-V/def2-TZVPD) results for C16H34AsF6O13 as an isolated structure at a distorted geometry.

## Properties
Net charge: -2
2S+1: 2

Positions of all 70 atoms, in Å:
1 As 0.642 0.416 0.404
2 F -0.902 -0.204 1.137
3 F 2.173 1.186 -0.174
4 F 1.457 -1.213 0.607
5 F 0.115 0.010 -1.251
6 F 1.217 0.775 2.122
7 F -0.233 1.998 0.167
8 O -1.146 -4.951 -2.402
9 O -2.944 -6.311 -2.559
10 O 4.752 -0.654 -3.150
11 O 2.902 3.809 0.657
12 O -3.971 4.989 -0.323
13 O 4.069 -2.717 -3.443
14 O -3.030 -4.279 -1.484
15 O 2.302 -3.575 4.621
16 O -2.188 -1.114 4.399
17 O -3.769 6.997 -1.300
18 O -2.054 6.132 0.032
19 O -0.424 2.615 -2.879
20 O 6.125 -2.117 -4.122
21 C -2.024 -3.383 -1.054
22 C -1.740 2.987 -3.222
23 C -0.922 4.979 1.803
24 C 5.028 -1.850 -3.633
25 C -1.791 4.857 0.531
26 C -3.192 4.298 0.674
27 C 2.947 -2.090 -2.840
28 C 2.109 -3.408 3.194
29 C -3.267 6.080 -0.645
30 C -0.712 -3.826 -1.723
31 C -3.211 -1.581 3.542
32 C -2.401 -5.245 -2.186
33 C 2.988 3.465 1.973
34 C 2.530 -2.939 -1.681
35 C -2.145 -3.397 0.466
36 C 3.563 -0.712 -2.419
37 H -0.502 2.193 -2.021
38 H -1.496 5.565 2.521
39 H 3.674 -0.622 -1.338
40 H -2.124 -4.440 0.785
41 H -1.384 -1.065 3.878
42 H -0.307 -3.026 -2.342
43 H -4.055 -1.694 4.222
44 H 2.506 3.082 0.171
45 H 1.423 -2.564 3.121
46 H -3.122 -3.038 0.789
47 H -3.213 3.217 0.536
48 H 3.153 -2.808 -0.796
49 H 1.436 -3.619 5.032
50 H 1.567 -4.224 2.716
51 H -1.251 4.314 -0.244
52 H 2.566 -3.975 -2.019
53 H 0.096 -4.180 -1.082
54 H -1.695 3.402 -4.229
55 H -2.391 2.132 -3.409
56 H -0.678 4.002 2.220
57 H -2.365 -2.432 -1.464
58 H 2.867 0.078 -2.700
59 H -2.145 3.767 -2.578
60 H -1.288 -2.833 0.834
61 H -0.029 5.582 1.635
62 H 2.159 2.758 1.987
63 H 2.231 -2.117 -3.661
64 H -2.883 -2.484 3.025
65 H 3.034 -3.271 2.634
66 H -3.533 4.591 1.666
67 H 3.992 3.045 2.035
68 H -3.375 -0.751 2.854
69 H 1.486 -2.759 -1.423
70 H 2.794 4.148 2.801

Here are the Löwdin charges for atoms 1 to 6, given in e: As 0.9082; F -0.4009; F -0.3612; F -0.3960; F -0.3714; F -0.4114

=====

no.,calculated total energy (hartree)
1,-3332.103927
2,-3200.131998
3,-437.486900
4,-8839.466259
5,-514.260072
6,-1635.679009
7,-4443.250249